12
Properties=species:S:1:pos:R:3:forces:R:3 method="wB97M-V/def2-TZVPD" homo_energy_ev=-8.51 relative_energy_kcal_mol=119.4 smiles="CC1OC=CO1" orbital_gap_ev=9.46
C 0.146108 1.090715 -1.214637 0.5 0.1 -5.7
C 0.690640 0.389292 0.002161 4.1 -2.8 -4.5
O 0.410358 -1.042413 -0.355939 0.4 -1.4 0.5
C -0.314524 -1.577928 0.775101 -1.4 -5.9 -6.1
C -0.517154 -0.599058 1.492375 -2.3 5.4 5.9
O 0.014909 0.584955 1.045416 -4.2 1.5 6.4
H -0.921496 0.496511 -1.663021 3.3 2.0 1.7
H 0.993344 0.961394 -2.174612 -2.4 -0.2 2.7
H 0.082335 2.222622 -1.324382 -0.3 -1.4 1.1
H 1.831173 0.471012 0.361388 -1.7 0.0 -1.8
H -1.246448 -2.470020 0.699973 3.8 2.4 0.0
H -1.169246 -0.527081 2.356178 0.3 0.2 -0.1